Entry 1:
41
Properties=species:S:1:pos:R:3:forces:R:3 method="wB97M-V/def2-TZVPD" relative_energy_kcal_mol=16.7 homo_lumo_gap_ha="0.34119 / 0.18272" multiplicity=2 lumo_ev="-5.931 / -10.243" total_charge=+2
Ba -0.269739 -0.177015 -0.001669 0.4 -0.3 0.2
N 3.231955 0.398676 -1.569174 -0.1 0.0 -0.1
C 3.519540 0.373115 -0.233238 0.0 0.1 0.1
N 4.689195 0.845460 0.140038 0.0 0.0 0.0
C 4.934621 0.784202 1.454346 0.0 0.0 0.1
N 6.090244 1.254115 1.902282 0.0 0.0 0.0
N 4.076441 0.264537 2.366403 0.0 0.0 0.0
C 2.925698 -0.133949 1.888506 0.0 0.0 0.0
N 2.548665 -0.087837 0.592385 -0.2 -0.1 0.1
C 1.962818 -0.680501 2.895261 0.0 -0.1 0.0
C 2.453270 -1.202829 4.080669 -0.1 0.0 0.0
C 1.556566 -1.706265 5.010544 0.0 0.0 0.0
C 0.201246 -1.665372 4.727410 0.0 0.0 0.0
C -0.203510 -1.135505 3.515137 0.0 0.1 -0.1
N 0.651314 -0.650909 2.604575 0.0 0.0 -0.2
H 4.023417 0.659827 -2.140500 0.0 0.0 0.0
H 2.749780 -0.410032 -1.925768 0.0 -0.1 0.0
H 6.769692 1.612545 1.252367 0.0 0.0 0.0
H 6.316287 1.179825 2.879343 0.0 0.0 0.0
H 3.517668 -1.205866 4.259496 0.0 0.0 0.0
H 1.913077 -2.125322 5.941847 0.0 0.0 0.0
H -0.532715 -2.045005 5.423556 0.0 0.0 0.0
H -1.256932 -1.094317 3.258568 0.0 0.0 0.0
F -2.411196 0.945499 1.118886 0.3 0.0 -0.1
As -3.676859 0.036804 0.176336 -0.8 0.1 -0.1
F -4.507852 -0.224707 1.628833 0.0 0.0 0.0
F -4.433138 1.547121 -0.116404 0.0 0.0 0.0
F -4.721980 -0.853934 -0.797134 0.0 0.0 0.0
F -2.660885 -1.379643 0.475774 0.4 0.1 0.0
F -2.615729 0.358642 -1.224307 0.4 0.0 0.2
C -4.124094 3.931255 1.653894 0.0 0.0 0.0
N -2.958568 3.947400 0.763386 0.0 0.0 0.0
C -1.736364 3.754971 1.177003 0.1 0.1 0.0
N -1.430654 3.667797 2.462151 0.0 0.0 0.0
S -0.446845 3.613941 -0.006425 -0.2 0.0 0.0
H -5.016296 3.888317 1.039478 0.0 0.0 0.0
H -4.143995 4.836662 2.261276 0.0 0.0 0.0
H -4.095936 3.038399 2.278694 0.0 0.0 0.0
H -3.122002 4.069458 -0.226354 0.0 0.0 0.0
H -2.118768 3.868057 3.173795 0.0 0.0 0.0
H -0.486839 3.492385 2.765732 0.0 0.0 0.0

Entry 2:
30
Properties=species:S:1:pos:R:3:forces:R:3 method="wB97M-V/def2-TZVPD" relative_energy_kcal_mol=0.0 homo_lumo_gap_ha=0.19955 lumo_ev=2.380 total_charge=-1
Au 2.997682 -0.854331 -1.639306 0.1 -0.1 -0.1
C -1.215459 -2.342918 -2.894091 0.0 0.1 0.0
S 0.422967 -2.655443 -2.263015 0.0 0.0 0.1
C -0.034697 -3.199985 -0.623908 0.0 -0.1 -0.1
O 0.968180 -1.246990 -2.069541 -0.1 0.0 -0.1
H -1.762812 -3.284227 -2.944976 0.0 0.0 0.0
H -1.091559 -1.918720 -3.888194 0.0 0.0 0.0
H -1.694858 -1.619781 -2.223973 0.0 0.0 0.0
H -0.591699 -4.133165 -0.719334 0.0 0.0 0.0
H -0.624833 -2.404972 -0.157401 0.0 0.0 0.0
H 0.890380 -3.373019 -0.077374 0.0 0.0 0.0
C 6.564959 0.827648 -0.284352 0.0 0.0 0.0
O 5.189162 0.567611 -0.550881 0.0 0.0 0.0
C 4.941281 -0.544043 -1.315709 0.0 0.0 0.1
O 5.870192 -1.219355 -1.699136 0.0 0.0 0.0
H 6.584117 1.727962 0.325464 0.0 0.0 0.0
H 7.121580 0.984795 -1.208759 0.0 0.0 0.0
H 7.024315 -0.002295 0.253480 0.0 0.0 0.0
Te -1.359675 0.396537 -0.180727 0.0 0.1 0.1
C -2.659499 1.407664 1.151470 -0.1 -0.1 0.0
C -3.641974 0.736300 1.888804 0.0 0.0 0.0
C -4.481091 1.407720 2.767865 0.0 0.0 0.0
C -4.366731 2.781389 2.941529 0.0 0.0 0.0
C -3.396836 3.466492 2.220579 0.0 0.0 0.0
C -2.560348 2.790258 1.342763 0.0 0.0 0.0
H -3.744116 -0.335474 1.766868 0.0 0.0 0.0
H -5.230781 0.852997 3.322219 0.0 0.0 0.0
H -5.020068 3.308000 3.626995 0.0 0.0 0.0
H -3.289522 4.539008 2.342609 0.0 0.0 0.0
H -1.808258 3.340337 0.790032 0.0 0.0 0.0

Entry 3:
37
Properties=species:S:1:pos:R:3:forces:R:3 method="wB97M-V/def2-TZVPD" homo_lumo_gap_ha=0.14394 lumo_ev=4.571 total_charge=-2
Pt -0.278790 -0.149972 0.243413 -2.1 0.9 0.8
B -3.927150 0.508543 0.809221 -0.2 0.2 -0.3
N -3.088927 -0.305315 1.853612 0.1 0.3 -0.5
C -3.622339 -0.822842 2.967377 0.2 0.0 0.0
C -2.652089 -1.554284 3.629456 0.0 0.0 -0.1
C -1.522590 -1.422849 2.820875 0.2 -0.1 0.2
N -1.802475 -0.670890 1.762163 1.2 -0.6 -0.8
N -3.082040 1.193503 -0.312541 -0.4 -0.2 0.7
C -3.627158 2.076160 -1.161005 0.1 0.0 -0.1
C -2.696655 2.405453 -2.128807 -0.1 -0.2 0.2
C -1.567167 1.658359 -1.785585 0.1 0.1 0.1
N -1.817550 0.939205 -0.691005 0.3 0.2 -0.1
H -4.506719 1.396723 1.412747 0.0 -0.1 0.0
H -4.739918 -0.242291 0.294365 0.1 -0.1 0.1
H -4.654108 -0.629202 3.209318 0.0 0.0 0.0
H -2.750587 -2.091815 4.556729 0.0 0.0 0.0
H -0.522938 -1.812603 2.934710 0.0 0.0 0.0
H -4.645055 2.398199 -1.012807 0.0 0.0 0.0
H -2.814649 3.081018 -2.957703 0.1 0.0 0.0
H -0.585584 1.604820 -2.243629 0.1 0.0 -0.4
C 4.071993 -1.775650 0.536979 -0.2 -0.2 0.1
C 2.952948 -0.787089 0.216623 0.7 0.1 -0.3
S 1.465189 -1.448019 0.929919 -0.7 -0.3 0.9
C 2.831336 -0.405554 -1.267960 0.0 0.0 -0.3
C 4.191893 -0.368495 -1.955154 0.1 0.2 0.1
S 1.349964 0.984433 -3.393370 0.1 0.1 0.7
H 3.999923 -2.076818 1.583492 0.0 0.0 0.0
H 5.044252 -1.315941 0.364003 0.0 0.0 -0.1
H 3.971739 -2.661696 -0.090172 0.0 0.0 0.0
H 4.654009 -1.359920 -1.975431 0.0 0.0 0.0
H 4.851720 0.332512 -1.439771 0.0 0.0 0.0
H 4.057392 -0.021133 -2.978697 -0.2 0.0 0.0
F 0.960756 1.254410 -0.630345 -0.3 0.0 1.0
B 2.058035 1.017167 -1.542154 0.8 0.1 -3.9
F 2.137460 -1.464664 -1.909579 0.2 -0.2 0.5
F 2.962371 2.116142 -1.494559 -0.2 -0.2 1.1
F 3.343506 0.420394 0.845273 0.0 0.0 0.3

Entry 4:
33
Properties=species:S:1:pos:R:3:forces:R:3 method="wB97M-V/def2-TZVPD" relative_energy_kcal_mol=68.9 homo_lumo_gap_ha="0.24686 / 0.24691" lumo_ev="-9.475 / -9.474" total_charge=+2
H -0.238979 2.303784 2.556073 -0.1 -0.2 -0.2
N 0.016152 1.131652 0.774036 -0.5 0.1 0.4
B 0.673928 0.432838 -1.609670 0.0 1.0 0.5
N 0.477588 1.478688 -0.476154 -0.4 0.0 -0.3
C 0.748019 2.794267 -0.532032 -0.4 -0.6 0.5
Ti -0.832228 -0.848663 1.359958 0.2 2.0 6.0
H 1.102152 3.243425 -1.450538 0.0 0.0 0.2
C 0.459857 3.333646 0.707535 -0.1 0.0 0.4
H 0.594172 4.359414 0.993144 -0.1 0.1 0.1
C 0.007761 2.276030 1.504070 0.6 0.2 -0.9
H 0.930283 0.949409 -2.677960 -0.3 -0.4 0.5
C -2.396664 -1.437002 2.714642 -0.2 -0.1 -0.5
H -2.839819 -0.578863 3.255054 0.3 -0.2 -0.4
H -2.102967 -2.192716 3.477958 0.3 0.6 -0.6
H -3.183364 -1.937417 2.106539 0.3 0.4 0.0
N -0.711176 -0.322128 -1.593015 -1.0 -0.3 0.0
N 1.821267 -0.464411 -1.094381 -0.3 0.0 -0.1
N -1.336563 -0.771386 -0.419240 -0.1 0.2 -3.5
N 1.510916 -1.185614 0.007702 -0.4 -0.1 -0.7
C -1.668828 -0.119256 -2.505968 0.7 -0.7 0.7
C 3.140640 -0.541508 -1.277781 -0.6 0.1 0.2
H -1.375325 0.194514 -3.484668 -0.1 0.3 -0.4
H 3.639089 0.102224 -2.005584 -0.2 -0.5 0.1
C -2.916284 -0.433874 -1.981619 -0.7 -0.4 1.0
C 3.649035 -1.433480 -0.333473 0.2 -0.1 0.7
C -2.698106 -0.827360 -0.665585 0.9 0.5 -1.0
C 2.593687 -1.819683 0.479005 0.1 -0.5 -0.4
H -3.866379 -0.399895 -2.487041 0.0 0.1 0.0
H 4.672696 -1.727306 -0.234994 0.2 -0.1 0.1
H -3.332796 -1.063385 0.174786 -0.4 -0.2 -0.4
H 2.425693 -2.533522 1.280900 0.7 0.2 -0.1
H 0.515902 -1.428062 0.034562 1.4 -0.8 -0.8
Br 0.520639 -0.534347 3.403750 -0.4 -0.6 -1.3

Entry 5:
33
Properties=species:S:1:pos:R:3:forces:R:3 method="wB97M-V/def2-TZVPD" homo_lumo_gap_ha="0.27257 / 0.33079" multiplicity=5 lumo_ev="0.539 / 0.488" total_charge=0
H 1.257892 0.501774 2.861673 -0.2 -0.4 -0.3
N 0.275898 -0.966693 1.650247 -0.4 -1.7 2.1
B -0.933745 -3.178918 0.917800 0.2 2.1 -0.3
N -0.198933 -2.257920 1.930388 0.4 1.6 0.6
C 0.103445 -2.545563 3.188080 -0.3 -0.6 0.3
Cr 0.021663 -0.436923 -0.192009 1.7 -1.0 -1.3
H -0.189254 -3.504065 3.594923 0.1 0.1 0.0
C 0.746086 -1.484745 3.772690 0.7 0.6 1.0
H 1.119812 -1.418650 4.795797 -0.2 -0.1 -0.5
C 0.838249 -0.500467 2.793138 -0.6 -0.7 -0.9
H -1.422244 -4.132194 1.442245 0.1 0.0 -0.1
C 1.200893 1.503693 -3.416245 -0.3 -0.2 0.7
H 1.553966 2.447111 -3.809958 0.0 0.3 0.1
H 0.101153 1.509476 -3.360195 0.4 0.0 -0.2
H 1.551393 0.736219 -4.091187 0.0 -0.4 -0.1
N 0.107325 -3.465972 -0.120552 0.5 0.4 -0.9
N -2.009732 -2.295151 0.209097 -0.4 1.7 -0.7
N 0.780793 -2.441437 -0.843100 0.0 -3.2 0.1
N -1.816812 -0.982691 -0.278370 -2.1 -2.0 1.0
C 0.479303 -4.690301 -0.482339 0.7 0.4 -0.8
C -3.258669 -2.638080 -0.048744 -0.3 -0.6 0.3
H 0.060004 -5.594431 -0.063623 -0.1 0.3 0.1
H -3.585994 -3.628977 0.219524 -0.2 0.0 0.0
C 1.442696 -4.551710 -1.460256 0.2 0.6 0.0
C -3.925106 -1.595725 -0.636925 -0.8 0.8 -0.6
C 1.600243 -3.168722 -1.646393 -0.9 -0.3 0.8
C -3.009297 -0.550452 -0.751614 1.2 -1.0 0.5
H 1.990939 -5.319368 -1.954407 0.2 -0.3 -0.2
H -4.948775 -1.560156 -0.960086 -0.1 -0.1 0.1
H 2.284358 -2.747015 -2.346596 0.2 0.7 -0.2
H -3.108570 0.470862 -1.117051 0.1 -0.4 0.1
H 1.554216 1.343975 -2.373760 0.1 0.1 -1.1
I 0.152563 1.941258 -0.152120 0.2 3.2 0.3

Entry 6:
33
Properties=species:S:1:pos:R:3:forces:R:3 method="wB97M-V/def2-TZVPD" homo_lumo_gap_ha="0.22575 / 0.36444" multiplicity=3 lumo_ev="0.722 / 0.689" total_charge=0
H -0.725534 -3.282224 -2.397305 0.0 0.5 0.2
N -0.917464 -1.534085 -1.144886 -3.0 -0.9 -1.4
B -1.770785 0.394332 0.290919 0.2 1.4 -0.4
N -2.013253 -0.731864 -0.792814 1.2 -1.2 0.0
C -3.092750 -1.194478 -1.464150 0.9 -1.0 -0.4
Ti 0.723872 -1.162204 -0.172191 2.4 0.4 -0.5
H -4.069251 -0.815060 -1.311235 -0.6 0.5 0.1
C -2.713359 -2.284361 -2.271089 -0.3 1.1 1.0
H -3.346066 -2.870667 -2.892972 -0.3 -0.2 -0.3
C -1.364372 -2.480410 -2.029607 0.4 1.1 1.0
H -2.805418 0.966715 0.547619 0.2 -0.2 -0.1
C 4.429597 0.220084 -0.340434 0.3 0.4 -0.1
H 5.339478 -0.164183 0.134093 -0.3 -0.3 -0.1
H 3.527653 -0.155275 0.158932 0.3 0.2 0.0
H 4.525067 1.316700 -0.267201 -0.4 -0.4 -0.1
N -0.727465 1.452365 -0.378044 0.5 -0.7 -0.2
N -1.059276 -0.004654 1.645107 1.0 -1.4 -0.1
N 0.521330 0.948259 -0.656311 0.4 1.0 -0.6
N 0.130496 -0.745379 1.676882 -0.8 0.6 2.8
C -0.801069 2.731344 -0.799550 0.4 0.7 -0.4
C -1.425060 0.235389 2.914554 -0.5 0.1 0.1
H -1.686003 3.414645 -0.721261 0.9 -1.2 0.1
H -2.350224 0.744499 3.139434 0.1 0.1 -0.1
C 0.446626 3.052001 -1.365585 -0.5 0.3 0.0
C -0.513947 -0.313646 3.789913 0.0 0.0 0.1
C 1.255427 1.931649 -1.273073 -1.1 -1.4 0.8
C 0.465465 -0.919256 3.000267 -1.2 0.5 -1.5
H 0.751268 3.974304 -1.817452 -0.2 0.3 0.0
H -0.592244 -0.328917 4.866648 0.1 0.1 -0.1
H 2.285414 1.742692 -1.634683 -1.0 0.2 0.5
H 1.316613 -1.487465 3.352952 0.0 0.1 -0.5
H 4.397369 -0.082055 -1.394222 0.1 0.1 0.3
F 1.857863 -2.568796 -0.393259 0.7 -0.6 -0.1